Formula: C24H50BClF4N5O9P
Source: OMol25
Level of theory: ωB97M-V with the def2-TZVPD basis set

Each line ends with the Mulliken charge.
Positions of all 95 atoms, in Å:
Cl: -2.75297 -5.16787 3.05322  -0.32
P: -1.55792 -3.60561 2.37272  0.57
F: 0.53629 -1.16020 2.10478  -0.45
F: -1.81270 -5.29691 -0.22460  -0.17
F: -3.28785 -5.68553 -1.76317  -0.30
F: -3.47838 -6.63963 0.16614  -0.33
O: 3.09338 0.46912 -0.32231  -0.57
O: 6.56888 3.20107 1.74198  -0.66
O: -2.13475 -1.18787 1.33772  -0.32
O: -1.46927 -0.69333 -0.73329  -0.46
O: -5.73247 3.40186 -0.49339  -0.59
O: -0.22597 -3.10606 -2.69514  -0.70
O: -4.24465 -2.62230 3.68066  -0.60
O: -1.38971 -2.74529 3.73915  -0.58
O: 0.71683 4.94630 0.63204  -0.66
N: -3.64663 3.21181 0.37789  0.27
N: 1.02912 3.95166 -1.37918  0.23
N: 5.18944 -0.03325 0.39768  0.17
N: 5.02861 4.83338 2.13993  0.14
N: -1.66537 -3.63205 -4.36345  0.20
C: -2.79430 -2.47348 1.47846  0.10
C: -2.36587 3.82806 0.66960  -0.93
C: 1.01615 -2.21058 -0.07728  0.59
C: -3.28555 -2.96726 0.11470  -0.46
C: -2.71932 -3.21259 -5.26424  -0.98
C: -3.99902 -4.32362 0.04380  -1.15
C: 1.32353 2.75531 -2.14852  -0.77
C: 5.97638 5.65784 2.87016  -1.00
C: 4.76207 -1.29056 0.99084  -0.89
C: -4.64653 3.87901 -0.22782  0.03
C: -1.18723 -5.00508 -4.41540  -0.93
C: -3.86626 1.82364 0.74607  -1.13
C: 5.44213 3.65950 1.64459  0.66
C: -3.12861 -5.47862 -0.42583  0.82
C: 3.65353 5.28031 1.97604  -0.38
C: -5.19658 -1.15546 1.83036  -0.49
C: 1.65942 -3.32978 0.75418  -1.60
C: -1.15600 -1.01985 0.38156  0.08
C: 0.96455 3.95625 -0.03961  -0.53
C: 0.78528 5.20242 -2.07888  -1.02
C: 4.28600 0.72182 -0.22931  -0.31
C: 6.57308 0.39536 0.51119  -1.10
C: 0.31255 -1.09651 0.73323  1.64
C: -1.10877 -2.79278 -3.47392  0.22
B: -4.10155 -2.12211 2.40539  0.61
H: -2.96896 1.43287 1.22019  0.41
H: -2.17606 3.81000 1.74394  0.28
H: 2.22672 2.90140 -2.74330  0.35
H: -3.62123 -3.80514 -5.09872  0.35
H: -4.77514 -4.23910 -0.71831  0.48
H: 4.72091 1.63993 -0.65940  0.56
H: 1.50815 5.95807 -1.77008  0.30
H: 3.62152 6.23934 1.45727  0.34
H: 1.73083 -1.74293 -0.75158  0.31
H: 4.35274 -1.95077 0.22591  0.26
H: -4.84615 -3.37633 3.70856  0.34
H: -1.33151 -5.49296 -3.45147  0.22
H: -4.49901 -4.62992 0.96032  0.30
H: -0.12253 -5.02476 -4.64870  0.29
H: -1.56984 3.28270 0.16119  0.30
H: 2.52928 -3.70108 0.20796  0.40
H: 7.24458 -0.32657 0.04040  0.36
H: -5.65025 -1.55515 0.91735  0.33
H: 6.36504 5.11545 3.73227  0.30
H: 1.48915 1.91132 -1.48660  0.09
H: -2.35422 4.86073 0.32987  0.33
H: 0.49364 2.52617 -2.82027  0.37
H: -4.70708 1.74191 1.43580  0.28
H: 6.69481 1.36097 0.03382  0.39
H: 1.15493 2.96752 0.41374  0.92
H: -2.40588 -3.33530 -6.30282  0.36
H: -1.73697 -5.54615 -5.18122  0.40
H: 0.97212 -4.16487 0.85850  0.39
H: -2.95334 -2.16430 -5.09128  0.31
H: 0.71222 -0.13845 0.38931  -0.66
H: -2.47248 -2.97753 -0.61818  -0.09
H: -4.74436 -0.20355 1.53195  -0.18
H: -4.09761 1.22866 -0.13846  0.37
H: 0.25956 -2.65928 -0.72283  -0.41
H: 3.09849 4.55577 1.39517  -0.25
H: 3.17584 5.38996 2.95041  0.33
H: 0.87036 5.03422 -3.14897  0.42
H: 5.47703 6.56271 3.20580  0.39
H: -1.39292 -1.79746 3.54255  0.43
H: -3.98181 -2.21190 -0.25348  0.65
H: -5.99572 -0.96615 2.54491  0.39
H: 3.98310 -1.11461 1.73368  0.28
H: 6.84065 0.50163 1.56049  0.36
H: 5.61478 -1.76841 1.46509  0.42
H: 6.81940 5.92270 2.23164  0.30
H: -4.38443 4.92386 -0.46815  0.28
H: 4.62825 3.10515 1.14447  -0.14
H: -1.53203 -1.77536 -3.49980  0.23
H: -0.21183 5.57872 -1.84800  0.27
H: 1.98429 -3.00430 1.74039  0.32

Its orbital gap is 8.941 eV. Its SMILES is CC[C@H](F)C(=O)O[C@](CCC(F)(F)F)(B(C)O)P(O)Cl.CN(C)C=O.CN(C)C=O.CN(C)C=O.CN(C)C=O.CN(C)C=O. The multiplicity is 1. The LUMO energy comes out at 0.0158 Ha. Its HOMO energy is -0.313 Ha.